# 1
Here is C32H33BCl2F4N5OS3Se2TbTe4 as an isolated structure in a non-equilibrium geometry from OMol25. Energies are from the ωB97M-V functional and the def2-TZVPD basis.

The value obtained for the calculated total energy is -294617.4823 eV. As for the total charge: -2. The calculation puts the lowest unoccupied orbital energy (spin up / spin down) at 3.23 / 3.23 eV. Its expectation value of S² is 12.791. The spin multiplicity is 7. The calculation puts the orbital gap (spin up / spin down) at 3.76 / 4.03 eV. As for the HOMO energy (spin up / spin down): -0.53 / -0.81 eV.

Geometry (Å):
Tb (13.84674, 11.61687, 11.99089)
Se (10.23263, 11.09090, 9.44558)
Te (9.20830, 12.32714, 7.22123)
Te (11.64530, 13.11726, 7.21177)
Se (12.08396, 10.74201, 8.26732)
O (11.78433, 12.71262, 11.84328)
C (12.17643, 14.12380, 11.48626)
C (13.69151, 14.26270, 11.41441)
C (14.38598, 15.36577, 11.94574)
C (15.79538, 15.36919, 11.97704)
C (16.51372, 14.45035, 11.18736)
C (15.76662, 13.60101, 10.40631)
N (14.42566, 13.36563, 10.66405)
H (10.86979, 12.57191, 12.25115)
H (11.72520, 14.79523, 12.27637)
H (11.69511, 14.33723, 10.54157)
H (13.77997, 16.12980, 12.46090)
H (16.31817, 15.99281, 12.69929)
H (17.62214, 14.42585, 11.15121)
H (16.26666, 12.88577, 9.76067)
Te (9.63420, 10.82997, 13.60591)
C (9.81085, 10.11360, 15.48378)
C (10.82415, 10.60739, 16.32562)
C (10.56707, 10.18234, 17.64147)
C (9.40461, 9.47663, 17.78066)
S (8.52296, 9.17605, 16.34074)
H (11.55656, 11.35276, 15.98618)
H (11.28314, 10.41394, 18.41373)
H (9.02758, 9.14604, 18.72482)
F (14.47448, 13.34026, 14.54991)
B (13.83366, 12.35311, 15.26583)
F (14.69840, 11.63646, 16.06376)
F (12.66808, 12.73011, 15.91569)
F (13.33773, 11.31316, 14.13890)
C (17.23819, 6.91958, 7.34498)
C (17.20263, 8.36300, 7.77964)
C (18.03121, 9.41174, 7.37020)
C (17.85036, 10.64350, 7.91367)
N (16.95122, 10.87922, 8.91095)
C (16.18636, 9.81594, 9.27701)
S (15.03164, 9.74453, 10.60110)
N (16.24930, 8.61528, 8.64784)
H (17.68707, 6.72824, 6.38316)
H (16.20118, 6.56737, 7.28292)
H (17.80163, 6.31417, 8.09396)
H (18.85462, 9.22434, 6.69054)
H (18.45153, 11.51681, 7.62725)
Cl (13.63887, 5.44504, 15.40840)
C (14.44798, 6.61869, 14.44711)
Cl (13.41161, 8.19094, 14.12056)
H (14.68674, 6.20164, 13.46264)
H (15.33609, 6.95638, 14.94313)
C (10.34516, 5.45386, 12.69657)
N (9.27323, 6.19318, 12.02994)
C (7.90935, 5.90553, 12.10437)
C (7.30156, 6.76090, 11.23556)
N (8.29022, 7.54312, 10.64442)
C (9.54109, 7.19459, 11.14978)
S (11.01550, 7.79498, 10.77303)
H (10.10900, 4.36742, 12.80934)
H (10.58897, 5.83385, 13.69474)
H (11.22674, 5.57657, 12.08445)
H (7.53203, 5.19451, 12.83724)
H (6.22791, 7.03459, 11.02470)
H (8.23528, 8.29967, 9.94353)
Te (16.99324, 11.03128, 13.43987)
C (17.88330, 11.70220, 15.39157)
C (17.79634, 10.88027, 16.53099)
C (18.20760, 11.42226, 17.71031)
C (18.66577, 12.73371, 17.83758)
C (18.73913, 13.51214, 16.70766)
C (18.36195, 13.01013, 15.47624)
C (18.57125, 10.11005, 12.28845)
C (19.45741, 10.83374, 11.50585)
C (20.28077, 10.16035, 10.58615)
C (20.27360, 8.79035, 10.48861)
C (19.57665, 8.06360, 11.44060)
C (18.70106, 8.68921, 12.32628)
H (17.36237, 9.88730, 16.41729)
H (18.22521, 10.80263, 18.60866)
H (19.03748, 13.10136, 18.82163)
H (19.12183, 14.55446, 16.76699)
H (18.31962, 13.67509, 14.62055)
H (19.48291, 11.92796, 11.54090)
H (20.92519, 10.76912, 9.91888)
H (20.87240, 8.27405, 9.74246)
H (19.78046, 6.97679, 11.53014)
H (18.09945, 8.06546, 13.00268)

# 2
Here is C32H33BaN7O2 as an isolated structure in a non-equilibrium geometry from OMol25. Energies are from the ωB97M-V functional and the def2-TZVPD basis.

The value obtained for the calculated total energy is -48938.6460 eV. As for the total charge: 0. The calculation puts the lowest unoccupied orbital energy at -0.89 eV. The calculation puts the orbital gap at 4.92 eV. As for the HOMO energy: -5.81 eV.

Geometry (Å):
Ba (0.03299, 0.12477, -0.25986)
C (4.77408, 0.25076, 0.66460)
C (3.49303, 0.39093, 0.10870)
N (2.39244, 0.26194, 0.81331)
C (2.46414, -0.05013, 2.12104)
C (3.72257, -0.21604, 2.78272)
C (4.89164, -0.04050, 1.99484)
C (3.75948, -0.61830, 4.13867)
C (2.57092, -0.95305, 4.77146)
C (1.34166, -0.75522, 4.16403)
C (1.22779, -0.18358, 2.87279)
N (0.09258, 0.19254, 2.28562)
C (-1.09613, 0.29250, 2.95736)
C (-1.22820, 0.70964, 4.27877)
C (-2.46243, 0.71912, 4.93656)
C (-3.60362, 0.32383, 4.29199)
C (-3.54394, -0.01387, 2.92491)
C (-4.68764, -0.40655, 2.19479)
C (-4.57572, -0.67996, 0.86127)
C (-3.31810, -0.55478, 0.24870)
N (-2.22987, -0.22784, 0.90031)
C (-2.30520, 0.02004, 2.22856)
H (5.64913, 0.35316, 0.03824)
H (3.35810, 0.62264, -0.94224)
H (5.86170, -0.17427, 2.45880)
H (4.71388, -0.74353, 4.63448)
H (2.60142, -1.36040, 5.77507)
H (0.43927, -1.06153, 4.67086)
H (-0.34538, 1.02114, 4.81953)
H (-2.50137, 1.00991, 5.97881)
H (-4.54969, 0.26349, 4.81367)
H (-5.63951, -0.48976, 2.70487)
H (-5.42884, -0.99072, 0.27523)
H (-3.20607, -0.73572, -0.81648)
C (0.20248, 4.33325, -2.15378)
C (0.14475, 2.80693, -2.13374)
O (0.22876, 2.21926, -0.99475)
C (0.03278, 2.19048, -3.36049)
C (0.04383, 0.78749, -3.63082)
C (-0.00355, 0.33180, -5.06774)
N (0.10386, -0.09115, -2.67156)
N (0.10589, -1.41308, -3.06150)
C (0.35404, -2.26089, -2.09261)
O (0.66502, -1.96207, -0.88745)
C (0.20795, -3.69578, -2.48813)
C (0.09459, -4.08165, -3.82361)
C (-0.12479, -5.40869, -4.15289)
C (-0.22833, -6.36942, -3.15403)
C (-0.09493, -5.99631, -1.82513)
C (0.12815, -4.66801, -1.49534)
H (0.29669, 4.72619, -1.14329)
H (-0.69764, 4.74742, -2.60819)
H (1.05916, 4.66892, -2.73953)
H (-0.03660, 2.84335, -4.22139)
H (-0.05099, 1.17547, -5.75365)
H (-0.87012, -0.31293, -5.21561)
H (0.87854, -0.26911, -5.28886)
H (0.17619, -3.31872, -4.58413)
H (-0.22128, -5.70106, -5.19142)
H (-0.41104, -7.40483, -3.41393)
H (-0.17279, -6.74453, -1.04571)
H (0.23582, -4.35798, -0.46420)
N (3.48068, 2.85606, 3.96301)
C (3.07943, 3.68523, 2.79697)
C (1.69282, 3.29964, 2.29740)
N (1.42143, 4.05239, 1.08329)
H (4.35955, 3.17991, 4.36070)
H (3.60526, 1.84202, 3.70761)
H (2.75883, 2.88453, 4.68375)
H (3.80668, 3.55017, 1.99599)
H (3.08146, 4.73507, 3.09050)
H (0.95733, 3.59343, 3.05348)
H (1.60308, 2.20996, 2.12954)
H (2.07198, 3.76693, 0.35694)
H (0.51732, 3.75677, 0.72840)

# 3
Here is C32H33GeN6O3S2Tc as an isolated structure in a non-equilibrium geometry from OMol25. Energies are from the ωB97M-V functional and the def2-TZVPD basis.

The value obtained for the calculated total energy is -129156.6277 eV. As for the total charge: +3. The calculation puts the lowest unoccupied orbital energy (spin up / spin down) at -11.66 / -12.38 eV. Its expectation value of S² is 3.781. The spin multiplicity is 4. The calculation puts the orbital gap (spin up / spin down) at 2.98 / 2.22 eV. As for the HOMO energy (spin up / spin down): -14.64 / -14.60 eV.

Geometry (Å):
Tc (-5.03501, -19.05323, -5.09951)
N (-2.88832, -21.82115, -5.80182)
C (-2.52102, -20.92455, -4.88353)
N (-3.30557, -19.85295, -4.48204)
C (-2.70361, -19.23786, -3.36752)
C (-1.51891, -19.73174, -3.06027)
S (-0.96812, -20.96708, -4.18366)
C (-3.42663, -18.10034, -2.79284)
C (-3.22407, -17.43540, -1.65393)
S (-4.49967, -16.28530, -1.40091)
C (-5.30379, -16.80638, -2.84708)
N (-4.62596, -17.77994, -3.45389)
N (-6.45480, -16.33144, -3.27719)
H (-3.89281, -21.83682, -6.08254)
H (-2.35691, -22.61887, -5.97881)
H (-0.86326, -19.45572, -2.18463)
H (-2.51095, -17.60776, -0.88028)
H (-6.95202, -15.50995, -2.92100)
H (-7.01286, -17.02817, -3.76615)
O (-8.54663, -20.38565, -4.08443)
C (-7.39125, -20.55473, -4.13367)
O (-6.61312, -19.40454, -4.24114)
C (-6.62143, -21.81500, -3.93331)
C (-5.71717, -21.79301, -2.73663)
Ge (-6.49497, -22.26334, -1.02471)
C (-8.45957, -21.63598, -0.91478)
C (-9.33670, -22.61196, -0.67525)
C (-10.64516, -22.20962, -0.76085)
C (-10.95692, -20.91780, -0.89185)
C (-10.18322, -19.86916, -1.00443)
C (-8.77777, -20.30419, -1.12224)
C (-5.66602, -21.05670, 0.23791)
C (-4.41851, -20.59914, 0.00007)
C (-3.72648, -19.86476, 0.97817)
C (-4.36139, -19.51304, 2.18789)
C (-5.61866, -20.02065, 2.41994)
C (-6.28276, -20.75728, 1.45764)
C (-6.49265, -24.20700, -0.78035)
C (-6.32244, -25.02571, -1.87823)
C (-6.20167, -26.39077, -1.78551)
C (-6.11442, -26.96652, -0.53850)
C (-6.41910, -26.17784, 0.59858)
C (-6.61381, -24.82722, 0.46208)
H (-6.05486, -22.00602, -4.85711)
H (-7.39995, -22.58286, -3.90851)
H (-5.32586, -20.77718, -2.60644)
H (-4.89568, -22.48838, -2.95290)
H (-9.07080, -23.63886, -0.57661)
H (-11.55633, -22.83010, -0.53178)
H (-11.92788, -20.56081, -0.91592)
H (-10.41250, -18.75522, -0.90276)
H (-7.94776, -19.55915, -1.10057)
H (-3.89177, -20.79359, -0.97280)
H (-2.75657, -19.45645, 0.74113)
H (-3.76887, -18.96336, 2.88671)
H (-6.06463, -19.88552, 3.42488)
H (-7.36696, -21.00137, 1.61703)
H (-6.39357, -24.60854, -2.88537)
H (-6.07581, -26.89312, -2.76441)
H (-5.84014, -27.97852, -0.45983)
H (-6.43530, -26.74344, 1.53586)
H (-6.80666, -24.21098, 1.32757)
N (-4.62833, -19.36950, -7.08873)
C (-4.36299, -19.39125, -8.23801)
N (-4.08462, -19.37886, -9.44981)
C (-4.47935, -18.25363, -10.39406)
C (-3.15933, -17.69477, -10.74388)
O (-2.49942, -18.70800, -11.48402)
C (-1.97983, -19.75234, -10.66368)
C (-3.20843, -20.38819, -10.02073)
H (-5.11500, -17.58905, -9.93648)
H (-4.95858, -18.74924, -11.29681)
H (-2.64979, -17.36873, -9.82611)
H (-3.19137, -16.83095, -11.38766)
H (-1.27277, -19.38331, -9.95683)
H (-1.53526, -20.56547, -11.29353)
H (-2.95006, -21.09421, -9.27029)
H (-3.73489, -20.93337, -10.79804)

Question: Which of these has the highest total charge?
Answer: C32H33GeN6O3S2Tc

Question: The highest total charge belongs to which entry?
Answer: C32H33GeN6O3S2Tc

Question: Look up the calculated total energy of the second one.
Answer: -48938.6460 eV

Question: Among the records above, which one has the lowest total charge?
Answer: C32H33BCl2F4N5OS3Se2TbTe4